Density functional theory data (the ωB97M-V functional and the def2-TZVPD basis) for a cluster of 2 separate species, CClNO2S2 in total at a distorted geometry.

E_HOMO = -1.91 eV
Charge = -2
Energy above the lowest of the compared OMol25 structures with the same formula, charge and spin = 22.4 kcal/mol
HOMO-LUMO gap = 7.0 eV
LUMO energy = 5.0685 eV
Multiplicity = 1

Each line ends with the natural charge from an NBO analysis.
Geometry (Å):
C1 1.210 0.479 0.959  0.026
N1 2.386 0.520 0.948  -0.442
O1 -2.248 -1.265 0.784  -0.992
O2 -1.587 -1.018 3.033  -0.987
S1 -0.360 0.928 0.831  -0.168
S2 -1.138 -1.147 1.665  1.563
Cl1 1.736 1.504 -8.220  -1.000

Force components x, y, z for each atom (eV/Å):
C 3.2 1.2 -0.2
N -1.6 -0.8 0.2
O -1.9 -0.4 -1.9
O 0.2 0.5 1.2
S -1.0 0.6 0.0
S 1.1 -1.0 0.8
Cl 0.0 0.0 -0.1

=====

Density functional theory data (the ωB97M-V functional and the def2-TZVPD basis) for the molecule C3H7NO2.

E_HOMO = -9.24 eV
Energy above the lowest of the compared OMol25 structures with the same formula, charge and spin = 35.5 kcal/mol
HOMO-LUMO gap = 10.1 eV
SMILES = C/N=C(/O)OC
LUMO energy = 0.8850 eV
Multiplicity = 1

Each line ends with the natural charge from an NBO analysis.
Geometry (Å):
C1 -2.129 -0.048 -0.627  -0.429
N1 -1.338 -0.077 0.574  -0.592
C2 -0.077 -0.014 0.555  0.801
O1 0.552 -0.032 1.748  -0.689
O2 0.718 0.075 -0.517  -0.506
C3 2.134 0.072 -0.330  -0.251
H1 -2.607 0.932 -0.731  0.195
H2 -2.929 -0.787 -0.532  0.197
H3 -1.560 -0.255 -1.538  0.186
H4 -0.244 -0.086 2.311  0.510
H5 2.447 0.883 0.332  0.192
H6 2.556 0.219 -1.325  0.198
H7 2.477 -0.883 0.079  0.188

Force components x, y, z for each atom (eV/Å):
C -0.1 0.0 -0.3
N 0.3 0.0 -0.1
C -0.4 0.0 -0.1
O -0.1 0.0 0.0
O -0.3 0.0 0.1
C 0.2 0.0 0.0
H 0.0 -0.1 0.0
H 0.1 0.1 -0.1
H 0.0 0.0 0.0
H 0.5 0.0 0.3
H -0.1 -0.1 -0.1
H -0.1 0.0 0.2
H -0.1 0.1 0.0

=====

Density functional theory data (the ωB97M-V functional and the def2-TZVPD basis) for a structure of composition C32H27Cl2GeN4O2TaTe at a distorted geometry.

E_HOMO (spin up / spin down) = -18.21 / -18.20 eV
Charge = +4
Energy above the lowest of the compared OMol25 structures with the same formula, charge and spin = 32.0 kcal/mol
HOMO-LUMO gap (spin up / spin down) = 4.6 / 4.6 eV
LUMO energy (spin up / spin down) = -13.5764 / -13.6107 eV
Multiplicity = 1

Each line ends with the natural charge from an NBO analysis.
Geometry (Å):
Ta1 1.391 0.390 0.972  2.006
Cl1 5.055 -3.299 -3.686  0.181
C1 4.090 -2.889 -2.360  -0.039
C2 3.811 -1.552 -2.107  -0.218
C3 3.015 -1.180 -1.028  0.167
N1 2.666 0.122 -0.616  -0.720
C4 3.492 1.212 -1.034  0.652
O1 4.360 1.156 -1.841  -0.411
C5 3.181 2.473 -0.303  0.118
C6 3.924 3.611 -0.520  -0.153
C7 3.596 4.764 0.189  -0.031
C8 2.520 4.733 1.074  -0.197
C9 1.833 3.552 1.255  0.081
N2 2.163 2.421 0.588  -0.611
C10 2.477 -2.196 -0.207  0.054
C11 2.767 -3.532 -0.444  -0.225
C12 3.578 -3.895 -1.507  -0.030
Cl2 3.952 -5.525 -1.768  0.169
N3 1.770 -1.715 0.900  -0.664
C13 0.886 -2.434 1.594  0.687
O2 0.216 -3.401 1.108  -0.666
C14 0.489 -1.831 2.881  0.108
C15 0.108 -2.568 3.982  -0.172
C16 -0.220 -1.887 5.153  -0.051
C17 -0.216 -0.496 5.149  -0.184
C18 0.141 0.176 3.995  0.085
N4 0.516 -0.473 2.874  -0.601
H1 4.240 -0.810 -2.757  0.287
H2 4.741 3.580 -1.230  0.297
H3 4.173 5.671 0.053  0.284
H4 2.227 5.615 1.627  0.285
H5 1.000 3.494 1.946  0.227
H6 2.395 -4.302 0.218  0.258
H7 0.106 -3.649 3.932  0.282
H8 -0.474 -2.434 6.053  0.286
H9 -0.477 0.067 6.035  0.288
H10 0.132 1.259 3.957  0.234
Ge1 -1.083 1.466 0.087  0.788
C19 -2.688 0.243 0.008  -0.323
C20 -3.691 0.439 0.937  -0.190
C21 -4.917 -0.234 0.833  -0.048
C22 -5.148 -1.157 -0.185  -0.218
C23 -4.166 -1.392 -1.125  -0.081
C24 -2.914 -0.729 -1.038  -0.466
C25 -1.067 2.652 -1.470  -0.452
C26 -0.864 2.191 -2.769  -0.176
C27 -1.027 3.067 -3.832  -0.196
C28 -1.378 4.391 -3.591  -0.147
C29 -1.565 4.849 -2.294  -0.165
C30 -1.401 3.983 -1.221  -0.228
H11 -1.444 2.310 1.331  -0.096
H12 -3.557 1.168 1.727  0.241
H13 -5.705 -0.011 1.543  0.271
H14 -6.109 -1.650 -0.260  0.281
H15 -4.367 -2.054 -1.961  0.262
H16 -2.319 -0.651 -1.950  0.286
H17 -0.576 1.163 -2.964  0.194
H18 -0.879 2.718 -4.845  0.250
H19 -1.499 5.073 -4.423  0.258
H20 -1.840 5.879 -2.111  0.253
H21 -1.555 4.344 -0.211  0.223
C31 -2.810 -3.687 0.826  -0.857
Te1 -1.424 -2.321 -0.036  1.479
C32 -1.177 -3.482 -1.800  -0.860
H22 -2.191 -4.498 1.205  0.286
H23 -3.487 -4.051 0.057  0.273
H24 -3.362 -3.212 1.633  0.268
H25 -2.115 -3.492 -2.352  0.271
H26 -0.917 -4.487 -1.468  0.287
H27 -0.378 -3.058 -2.403  0.270

Force components x, y, z for each atom (eV/Å):
Ta 0.8 0.7 -0.3
Cl 0.1 0.0 -0.1
C -0.2 -0.1 0.3
C 0.0 0.3 -0.1
C 0.0 -1.0 0.1
N -1.2 -0.4 1.3
C 0.0 0.6 -0.1
O -0.1 -0.1 0.0
C 0.3 0.2 -0.1
C -0.1 -0.1 0.0
C -0.1 -0.1 0.0
C 0.0 0.0 0.0
C -0.1 0.1 0.2
N -0.1 -1.1 0.3
C 0.5 0.0 -0.7
C -0.1 -0.1 0.3
C 0.1 0.3 -0.2
Cl 0.0 -0.1 0.0
N -0.3 1.5 -0.2
C -0.9 -0.8 -0.5
O 1.1 0.2 0.9
C -0.1 -0.1 0.5
C 0.0 0.0 -0.2
C 0.0 0.2 0.0
C 0.0 -0.1 0.0
C 0.0 0.2 -0.1
N 0.6 0.1 -0.6
H 0.0 0.0 -0.1
H 0.0 0.0 0.0
H 0.0 0.0 0.0
H 0.0 0.0 0.0
H 0.0 0.0 0.0
H 0.0 0.0 0.0
H 0.0 0.0 0.0
H 0.0 0.0 0.0
H 0.0 0.0 0.0
H 0.0 0.0 0.0
Ge -0.3 -0.2 -0.6
C 0.2 0.2 0.0
C 0.2 0.1 -0.1
C 0.0 -0.1 -0.1
C -0.1 0.0 0.1
C -0.1 0.0 -0.1
C 0.2 0.1 0.1
C 0.2 -0.5 0.6
C 0.0 0.0 0.0
C 0.1 -0.1 0.0
C 0.0 0.1 0.0
C 0.0 0.0 0.1
C 0.0 0.0 -0.1
H 0.3 -0.1 0.2
H -0.1 0.0 0.0
H 0.0 0.0 0.0
H 0.0 0.0 0.0
H 0.0 0.0 0.0
H 0.0 0.0 0.0
H 0.0 0.0 0.0
H 0.0 0.0 0.0
H 0.0 0.0 0.0
H 0.0 0.0 0.0
H 0.0 0.0 0.0
C -0.1 0.2 0.1
Te -0.9 -0.4 -0.7
C 0.1 0.1 0.0
H 0.1 0.0 0.0
H 0.1 0.1 -0.1
H 0.1 0.1 0.0
H -0.1 0.0 0.1
H 0.0 0.0 0.1
H 0.0 0.0 0.1

=====

Density functional theory data (the ωB97M-V functional and the def2-TZVPD basis) for a cluster of 2 separate species, C25H32N6O2S in total at a distorted geometry.

E_HOMO = -8.71 eV
Energy above the lowest of the compared OMol25 structures with the same formula, charge and spin = 0.0 kcal/mol
HOMO-LUMO gap = 8.6 eV
SMILES = CSc1nc(-c2ccc(C)cc2C)c2c(C#N)c[nH]c2n1.CC[C@H](C)[C@H](NC(C)=O)C(=O)NC
LUMO energy = -0.1008 eV
Multiplicity = 1

Each line ends with the natural charge from an NBO analysis.
Geometry (Å):
C1 1.875 -1.387 0.684  -0.725
S1 0.546 -0.122 0.827  0.235
C2 0.687 0.682 -0.734  0.261
N1 1.910 0.889 -1.224  -0.492
C3 2.049 1.499 -2.403  0.264
C4 3.417 1.733 -2.875  -0.050
C5 4.232 0.612 -3.103  -0.167
C6 5.557 0.757 -3.514  -0.233
C7 6.101 2.031 -3.699  0.024
C8 7.529 2.200 -4.144  -0.634
C9 5.298 3.153 -3.467  -0.221
C10 3.966 3.028 -3.044  0.028
C11 3.195 4.297 -2.758  -0.646
C12 0.923 1.856 -3.134  -0.117
C13 0.642 2.446 -4.446  -0.237
C14 1.579 2.848 -5.451  0.278
N2 2.333 3.190 -6.270  -0.308
C15 -0.724 2.530 -4.574  0.048
N3 -1.282 2.018 -3.406  -0.522
C16 -0.290 1.604 -2.546  0.368
N4 -0.438 1.040 -1.359  -0.485
H1 1.694 -2.031 -0.181  0.222
H2 2.850 -0.903 0.562  0.240
H3 1.904 -2.006 1.585  0.234
H4 3.829 -0.386 -2.953  0.214
H5 6.164 -0.126 -3.687  0.212
H6 7.562 2.445 -5.210  0.226
H7 8.010 3.008 -3.583  0.219
H8 8.101 1.281 -3.980  0.216
H9 5.720 4.142 -3.611  0.210
H10 2.817 4.726 -3.690  0.232
H11 3.847 5.034 -2.280  0.224
H12 2.352 4.118 -2.086  0.215
H13 -1.257 2.916 -5.440  0.243
H14 -2.273 1.920 -3.202  0.434
C17 -2.151 -4.774 5.111  -0.604
C18 -2.680 -3.341 4.971  -0.396
C19 -2.790 -2.859 3.506  -0.203
C20 -1.396 -2.656 2.882  -0.628
C21 -3.670 -1.588 3.375  -0.120
N5 -4.096 -1.454 1.971  -0.628
C22 -5.197 -1.916 1.384  0.679
C23 -6.246 -2.647 2.196  -0.715
O1 -5.366 -1.745 0.187  -0.639
C24 -2.996 -0.334 3.999  0.669
O2 -2.860 -0.286 5.215  -0.635
N6 -2.578 0.735 3.303  -0.609
C25 -2.618 1.038 1.871  -0.422
H15 -2.763 -5.458 4.522  0.196
H16 -1.115 -4.833 4.777  0.199
H17 -2.195 -5.074 6.159  0.214
H18 -2.024 -2.678 5.535  0.220
H19 -3.670 -3.308 5.427  0.198
H20 -3.287 -3.655 2.949  0.202
H21 -0.860 -3.604 2.845  0.217
H22 -1.491 -2.286 1.861  0.211
H23 -0.814 -1.945 3.469  0.209
H24 -4.562 -1.750 3.977  0.235
H25 -3.461 -0.985 1.346  0.410
H26 -6.662 -1.970 2.939  0.227
H27 -5.798 -3.510 2.683  0.222
H28 -7.039 -2.980 1.528  0.247
H29 -2.171 1.445 3.894  0.410
H30 -3.649 1.183 1.542  0.203
H31 -2.060 1.955 1.674  0.222
H32 -2.157 0.236 1.296  0.201

Force components x, y, z for each atom (eV/Å):
C 0.3 0.3 -0.3
S 0.2 -0.6 0.2
C -0.3 0.3 -1.3
N 0.4 0.0 0.0
C -0.1 -0.2 0.4
C 1.3 0.2 -0.3
C 0.3 0.4 -0.1
C -0.5 0.3 0.1
C -0.2 0.1 0.1
C 0.0 0.0 0.1
C -0.3 -0.8 0.1
C 0.2 -0.2 -0.1
C -0.1 -0.2 0.1
C 0.7 0.7 -1.4
C 0.1 -0.1 0.2
C 1.0 0.5 -1.0
N -1.2 -0.5 1.3
C 0.8 -0.4 0.8
N -0.8 0.2 -0.3
C -0.5 0.0 0.3
N -0.6 -0.4 0.9
H -0.1 0.1 0.2
H -0.3 0.0 0.0
H -0.3 0.3 0.0
H 0.0 0.2 0.0
H 0.0 0.1 0.0
H 0.1 0.0 0.1
H 0.0 -0.1 -0.2
H -0.1 0.2 -0.1
H -0.1 0.0 0.1
H 0.0 0.0 0.1
H -0.1 -0.1 -0.1
H 0.0 0.0 -0.1
H -0.2 -0.2 0.5
H 0.5 0.1 -0.2
C -0.1 0.5 -0.1
C 0.1 -0.2 -0.3
C 0.8 0.1 0.8
C -0.6 -0.1 0.1
C 0.1 -0.3 -0.7
N 1.3 0.8 1.4
C -1.3 -0.5 -0.9
C 0.3 0.2 0.0
O 0.0 0.1 -0.3
C -0.3 -0.1 0.7
O -0.2 -0.7 0.0
N 0.3 0.6 -1.3
C -0.3 -0.2 0.2
H 0.1 -0.2 0.0
H 0.0 -0.2 0.0
H 0.1 -0.1 -0.1
H -0.2 0.2 0.0
H 0.0 0.2 0.1
H -0.2 0.1 -0.1
H 0.1 0.0 0.0
H 0.1 0.0 -0.1
H 0.0 0.0 0.0
H 0.0 0.1 0.1
H -0.2 -0.3 -0.1
H -0.1 -0.1 0.2
H -0.1 -0.1 0.2
H 0.2 0.1 0.0
H -0.1 -0.2 0.1
H 0.1 0.1 -0.1
H 0.0 -0.2 0.1
H 0.1 0.2 -0.1

=====

What did the second record say?
Density functional theory data (the ωB97M-V functional and the def2-TZVPD basis) for the molecule C3H7NO2.

E_HOMO = -9.24 eV
Energy above the lowest of the compared OMol25 structures with the same formula, charge and spin = 35.5 kcal/mol
HOMO-LUMO gap = 10.1 eV
SMILES = C/N=C(/O)OC
LUMO energy = 0.8850 eV
Multiplicity = 1

Each line ends with the natural charge from an NBO analysis.
Geometry (Å):
C1 -2.129 -0.048 -0.627  -0.429
N1 -1.338 -0.077 0.574  -0.592
C2 -0.077 -0.014 0.555  0.801
O1 0.552 -0.032 1.748  -0.689
O2 0.718 0.075 -0.517  -0.506
C3 2.134 0.072 -0.330  -0.251
H1 -2.607 0.932 -0.731  0.195
H2 -2.929 -0.787 -0.532  0.197
H3 -1.560 -0.255 -1.538  0.186
H4 -0.244 -0.086 2.311  0.510
H5 2.447 0.883 0.332  0.192
H6 2.556 0.219 -1.325  0.198
H7 2.477 -0.883 0.079  0.188

Force components x, y, z for each atom (eV/Å):
C -0.1 0.0 -0.3
N 0.3 0.0 -0.1
C -0.4 0.0 -0.1
O -0.1 0.0 0.0
O -0.3 0.0 0.1
C 0.2 0.0 0.0
H 0.0 -0.1 0.0
H 0.1 0.1 -0.1
H 0.0 0.0 0.0
H 0.5 0.0 0.3
H -0.1 -0.1 -0.1
H -0.1 0.0 0.2
H -0.1 0.1 0.0